<i>
The following is a DFT calculation (wB97M-V/def2-TZVPD) of a single C4H5NOS molecule.

## Properties
* SMILES: O=C1NC=C[C@@H]1S
* LUMO level: 0.0029 Eh

Geometry (Å):
C1 -0.74574 0.08501 0.46093
C2 -0.07505 -1.20236 0.52560
C3 1.11096 -1.07327 -0.27582
C4 0.42109 1.03163 -0.11426
H1 -2.96149 1.36880 0.16682
H2 -0.98563 0.67029 1.46032
H3 -0.54313 -2.04105 0.83382
H4 1.65793 -1.92649 -0.99263
H5 2.41271 0.45794 -0.99587
N1 1.42409 0.16080 -0.64943
O1 0.59144 2.28978 0.10347
S1 -2.30717 0.17893 -0.52296

=====

<ii>
The following is a DFT calculation (wB97M-V/def2-TZVPD) of a single C4H5NOS molecule.

## Properties
* SMILES: C=C1CSNC1=O
* LUMO level: 0.0238 Eh

Geometry (Å):
C1 0.41906 0.84706 -1.49092
C2 0.09104 0.16440 -0.42482
C3 -0.07498 -1.31539 -0.37704
C4 -0.09211 0.90764 0.88848
H1 0.51426 0.33708 -2.44261
H2 0.56221 1.93062 -1.46257
H3 -0.85591 -1.63157 -1.08856
H4 0.85142 -1.82554 -0.67788
H5 -0.51160 0.21874 2.79249
N1 -0.34123 -0.03894 1.82915
O1 -0.07111 2.09955 1.11073
S1 -0.49104 -1.69364 1.34355

=====

Name the least stable of them. <i>.

=====

<i>
The following is a DFT calculation (wB97M-V/def2-TZVPD) of a molecular structure, C4H5NOS.

## Properties
* LUMO level: -0.0198 Eh

Geometry (Å):
C1 0.47221 -1.27704 -0.20197
C2 0.46928 1.94695 -1.07941
C3 0.58601 -0.31368 0.86409
C4 -0.74388 -0.49932 1.18236
N1 -0.94632 -1.35532 0.09918
O1 1.12521 -1.97410 -0.88771
S1 -1.09783 2.11104 -1.24634
H1 1.12632 1.20225 -1.73664
H2 0.91224 2.17529 -0.13002
H3 1.25884 0.30363 1.33052
H4 -1.50577 -0.25819 1.92595
H5 -1.65632 -2.06153 -0.12002

=====

<ii>
The following is a DFT calculation (wB97M-V/def2-TZVPD) of 2 unconnected molecules or ions with the total composition C4H5NOS.

## Properties
* SMILES: OC1=CS1.CC#N
* LUMO level: 0.0189 Eh

Geometry (Å):
C1 3.46758 0.38936 0.38196
C2 2.63338 -0.59342 0.18645
C3 -0.87590 -0.87643 -0.50004
C4 -1.91543 0.13694 -0.34492
N1 -0.29413 -1.86598 -0.35716
O1 2.29007 -1.80372 -0.10576
S1 1.64657 0.92057 0.01968
H1 4.36440 0.84473 0.14774
H2 -2.84992 -0.18990 -0.77512
H3 -1.85923 0.44440 0.79700
H4 -1.61348 1.16698 -0.82221
H5 1.39613 -2.16544 -0.09704

=====

<iii>
The following is a DFT calculation (wB97M-V/def2-TZVPD) of a single C4H5NOS molecule.

## Properties
* SMILES: Oc1c[nH]cc1S
* LUMO level: 0.0279 Eh

Geometry (Å):
C1 0.71027 -0.16488 -0.16933
C2 -0.12192 -1.31598 -0.14461
C3 -1.40066 0.54819 -0.03857
C4 -0.07726 0.99146 -0.09224
H1 2.73245 -1.21970 0.57817
H2 0.11530 -2.33599 -0.18475
H3 -2.15067 -1.36373 0.19560
H4 -2.40875 1.04924 0.07025
H5 1.22765 2.40142 0.01502
N1 -1.35644 -0.80341 -0.07005
O1 0.25670 2.28127 -0.07938
S1 2.47335 -0.06791 -0.08011

=====

<iv>
The following is a DFT calculation (wB97M-V/def2-TZVPD) of a molecular structure, C4H5NOS.

## Properties
* LUMO level (spin up / spin down): 0.0047 / -0.0005 Eh

Geometry (Å):
C1 2.08952 0.25447 0.20069
C2 1.88138 0.85207 -1.01552
C3 -0.36778 0.02612 -0.19236
C4 -1.71680 -0.19167 0.31531
N1 1.14515 -0.37705 0.83746
O1 1.19807 -1.17714 1.71764
S1 0.22497 1.09664 -1.37060
H1 3.16890 0.34061 0.58307
H2 2.79531 1.34177 -1.53966
H3 -1.69836 -1.20540 0.60676
H4 -1.91949 0.37812 1.22935
H5 -2.64311 0.08632 -0.36698

=====

Name the least stable of them. <iv>.

=====

<i>
The following is a DFT calculation (wB97M-V/def2-TZVPD) of a single C4H5NOS molecule.

## Properties
* LUMO level: -0.0034 Eh

Geometry (Å):
C1 -0.62603 1.10145 -1.16288
C2 0.45982 -1.02183 1.18464
C3 0.75941 0.67488 -0.65025
C4 0.69588 -0.69016 -0.07205
N1 -1.80207 0.78307 -0.84431
O1 -1.00275 -1.50904 3.22329
S1 0.34789 -1.35098 2.67831
H1 -0.63339 1.65546 -2.10051
H2 1.30325 0.48794 -1.62329
H3 1.40391 1.17542 0.09059
H4 -1.83772 0.18432 0.05955
H5 0.93180 -1.49052 -0.78307

=====

<ii>
The following is a DFT calculation (wB97M-V/def2-TZVPD) of a single C4H5NOS molecule.

## Properties
* SMILES: O=C[C@@H]1N[C@H]1C=S
* LUMO level: -0.0327 Eh

Geometry (Å):
C1 0.05328 -0.00436 1.83324
C2 -0.36864 -0.58906 0.49030
C3 0.22602 0.15652 -0.67020
C4 -0.59380 0.43683 -1.84534
H1 -0.61015 0.04716 2.65993
H2 -1.30638 -1.09076 0.54591
H3 1.58327 -0.80338 0.28448
H4 0.91977 0.91277 -0.37665
H5 -1.10442 -0.41777 -2.16166
N1 0.72602 -1.06992 -0.32002
O1 1.19384 0.39615 1.95097
S1 -0.71882 2.02583 -2.39096

=====

<iii>
The following is a DFT calculation (wB97M-V/def2-TZVPD) of a single C4H5NOS molecule.

## Properties
* LUMO level (spin up / spin down): -0.0227 / -0.0296 Eh

Geometry (Å):
C1 -2.04536 -0.72475 -0.48992
C2 0.48629 -0.13545 0.60809
C3 -1.14606 0.21597 -1.19090
C4 1.82086 0.32941 1.08697
N1 -0.14937 -1.05168 1.05998
O1 0.11303 0.56455 -0.61120
S1 -3.37592 -1.54314 -0.63609
H1 -0.68892 -0.27610 -2.15030
H2 -1.62216 1.16636 -1.57134
H3 2.21729 -0.10774 2.02622
H4 1.77149 1.37581 1.47055
H5 2.61884 0.18676 0.39795

=====

Name the least stable of them. <iii>.

=====

<i>
The following is a DFT calculation (wB97M-V/def2-TZVPD) of 10 unconnected molecules or ions with the total composition C20H60O20.

## Properties
* SMILES: OCCO.OCCO.OCCO.OCCO.OCCO.OCCO.OCCO.OCCO.OCCO.OCCO
* LUMO level: -0.0011 Eh

Geometry (Å):
C1 3.00954 5.23430 -0.04299
C2 2.31278 4.17793 0.76052
O1 1.54077 3.30831 -0.04543
O2 2.10495 5.94811 -0.88542
H1 3.77091 4.72587 -0.66626
H2 3.61694 5.91998 0.55641
H3 1.66862 4.59907 1.53405
H4 3.08078 3.58926 1.27880
H5 1.98594 3.21733 -0.89526
H6 2.63661 6.58388 -1.37273
C3 0.51604 -0.39798 0.25158
C4 -0.91063 0.01256 -0.08987
O3 -0.92322 0.92808 -1.17528
O4 1.12690 -1.16855 -0.76311
H7 0.48129 -1.02526 1.14660
H8 1.11046 0.50968 0.43493
H9 -1.31369 0.45364 0.82407
H10 -1.41118 -0.89281 -0.43732
H11 -0.79102 1.83255 -0.86963
H12 0.95956 -0.76923 -1.62942
C5 0.67616 -0.60534 -5.96353
C6 1.44232 -1.17618 -4.79861
O5 0.86681 -0.81153 -3.55821
O6 -0.68382 -1.06103 -5.86434
H13 1.02455 -1.09120 -6.87779
H14 0.69707 0.47716 -6.09008
H15 2.49342 -0.88926 -4.76018
H16 1.40613 -2.26540 -4.91835
H17 -0.06263 -1.07506 -3.55805
H18 -1.14321 -0.51567 -5.20823
C7 -0.76324 4.29079 -2.07923
C8 -2.16962 3.81025 -2.24823
O7 -2.64568 3.20092 -1.04121
O8 -0.72667 5.19873 -0.99824
H19 -0.39751 4.75160 -3.00451
H20 -0.12295 3.43361 -1.83653
H21 -2.19206 3.04805 -3.03115
H22 -2.84646 4.61977 -2.52562
H23 -3.05257 3.89776 -0.51884
H24 0.16160 5.57861 -0.97693
C9 -4.52001 1.14174 0.99448
C10 -4.17395 -0.26981 1.41536
O9 -5.29954 -1.12242 1.21672
O10 -4.83448 1.25995 -0.37618
H25 -3.74668 1.85965 1.28504
H26 -5.42182 1.39120 1.56658
H27 -3.79880 -0.36616 2.44031
H28 -3.35343 -0.68370 0.82594
H29 -6.01181 -0.82900 1.79117
H30 -3.99190 1.40419 -0.82077
C11 3.26715 -1.76040 3.73098
C12 3.38308 -3.00352 4.57101
O11 2.90139 -4.11034 3.80695
O12 4.27650 -1.69791 2.73693
H31 3.33949 -0.84902 4.33445
H32 2.27465 -1.77269 3.27571
H33 2.79652 -2.92469 5.49284
H34 4.41944 -3.18983 4.86698
H35 3.59156 -4.77027 3.70616
H36 5.02013 -1.16709 3.03163
C13 0.27056 0.15528 4.74664
C14 -0.94383 -0.31047 3.99083
O13 -1.58151 0.74680 3.24240
O14 0.04722 1.33156 5.48801
H37 1.07585 0.33496 4.03184
H38 0.55701 -0.68891 5.38922
H39 -1.69862 -0.69756 4.68856
H40 -0.71210 -1.13861 3.31650
H41 -1.06436 1.52796 3.47275
H42 -0.62426 1.14478 6.15243
C15 -3.85540 -1.54544 -2.75555
C16 -3.32516 -0.27367 -3.35977
O15 -1.89456 -0.31073 -3.40105
O16 -3.39164 -2.68469 -3.46704
H43 -4.94127 -1.58326 -2.81799
H44 -3.54518 -1.61784 -1.70546
H45 -3.64645 0.57957 -2.75888
H46 -3.67286 -0.12108 -4.38206
H47 -1.49402 0.20908 -2.68098
H48 -2.44202 -2.58521 -3.59833
C17 -2.46406 -3.71474 1.23537
C18 -1.07196 -4.03722 0.72448
O17 -0.43726 -5.04528 1.49578
O18 -2.47501 -3.44192 2.63247
H49 -3.11536 -4.57217 1.03104
H50 -2.89140 -2.82560 0.77614
H51 -0.43389 -3.14739 0.64421
H52 -1.13731 -4.43378 -0.29047
H53 0.00637 -4.65879 2.25650
H54 -1.92082 -4.10100 3.06377
C19 5.00794 -1.81452 -0.77798
C20 4.17448 -0.56225 -0.57271
O19 5.04289 0.58111 -0.61325
O20 4.79845 -2.82315 0.18189
H55 6.06751 -1.52252 -0.83030
H56 4.79363 -2.28579 -1.73981
H57 3.63930 -0.64814 0.37749
H58 3.42365 -0.46179 -1.35594
H59 4.51544 1.34876 -0.84727
H60 4.70863 -2.44949 1.06789

=====

<ii>
The following is a DFT calculation (wB97M-V/def2-TZVPD) of 10 unconnected molecules or ions with the total composition C20H60O20.

## Properties
* SMILES: OCCO.OCCO.OCCO.OCCO.OCCO.OCCO.OCCO.OCCO.OCCO.OCCO
* LUMO level: 0.0069 Eh

Geometry (Å):
C1 2.16072 -3.14890 3.03318
C2 2.45272 -1.76690 3.59718
O1 2.15172 -0.86190 2.59118
O2 2.41672 -4.21190 3.90918
H1 2.95072 -3.01890 2.32218
H2 1.16072 -3.14390 2.45918
H3 3.50472 -1.57290 3.76018
H4 1.89972 -1.48190 4.40118
H5 2.33772 -0.01190 2.97718
H6 2.18572 -4.92590 3.30718
C3 4.85072 -1.81790 0.85418
C4 5.71972 -0.61090 1.31018
O3 7.09272 -1.04290 1.30618
O4 3.53872 -1.43490 0.40918
H7 4.79772 -2.55490 1.62818
H8 5.23572 -2.36690 -0.01382
H9 5.31172 -0.16890 2.06218
H10 5.64372 0.15910 0.45018
H11 7.23272 -1.00690 0.49818
H12 3.31172 -0.81390 0.88818
C5 -4.37528 -3.37890 -0.51982
C6 -4.85528 -2.00890 -0.32382
O5 -6.16528 -1.92890 -0.58182
O6 -2.94928 -3.47590 -0.43682
H13 -4.75028 -3.80290 -1.34382
H14 -4.99928 -4.07990 0.15118
H15 -4.06328 -1.33890 -0.73982
H16 -4.83428 -1.83290 0.94218
H17 -6.57828 -2.51590 -1.09382
H18 -2.62128 -2.85990 -1.12582
C7 -3.48228 2.84110 -1.55082
C8 -2.88028 4.13510 -0.93082
O7 -3.07128 5.10810 -1.86182
O8 -3.28228 1.69910 -0.75382
H19 -3.12128 2.65110 -2.68082
H20 -4.61628 2.96210 -1.88582
H21 -1.84528 4.05110 -0.65182
H22 -3.67828 4.23810 -0.10782
H23 -2.58728 4.98510 -2.75582
H24 -2.36528 1.44910 -0.82482
C9 -1.09928 -2.21090 5.23118
C10 -2.57828 -1.76190 5.38418
O9 -3.13528 -1.59690 4.14218
O10 -0.48528 -2.18790 6.46718
H25 -0.53828 -1.48990 4.60918
H26 -0.91228 -3.26690 4.82918
H27 -2.48628 -0.76990 6.07418
H28 -3.06428 -2.52190 5.90418
H29 -3.92628 -1.28490 4.36318
H30 0.40672 -2.71590 6.45918
C11 0.55172 4.53510 0.67218
C12 0.06972 5.84710 1.27518
O11 -0.45728 5.71710 2.59318
O12 0.93972 4.86610 -0.66582
H31 -0.19228 3.66610 0.56118
H32 1.46572 4.12910 1.21618
H33 -0.78228 6.21410 0.83418
H34 0.97172 6.62110 1.32118
H35 -0.27328 6.56010 3.10018
H36 0.17572 5.53510 -1.09082
C13 2.84172 2.76810 -2.85982
C14 3.98772 3.07410 -2.01382
O13 5.12372 3.06710 -2.95882
O14 1.68072 2.43410 -1.97082
H37 3.03772 2.02310 -3.42082
H38 2.52372 3.39210 -3.73982
H39 3.96672 2.30910 -1.22882
H40 4.00572 3.91010 -1.50382
H41 5.82872 2.66610 -2.66282
H42 1.31372 3.24610 -1.50082
C15 -2.64228 -1.04090 -3.62882
C16 -1.77928 0.14010 -3.51882
O15 -2.20328 1.03010 -4.56182
O16 -2.01028 -1.87290 -2.70082
H43 -2.63028 -1.49190 -4.65782
H44 -3.61728 -0.72090 -3.56882
H45 -0.85728 -0.21490 -3.61482
H46 -1.64028 0.55410 -2.52882
H47 -3.11128 1.14510 -4.49282
H48 -1.27228 -2.19690 -3.39682
C17 1.56772 -2.37290 -2.76782
C18 1.08472 -3.48490 -3.70282
O17 -0.01928 -3.12690 -4.33382
O18 2.88872 -2.73590 -2.30182
H49 1.07372 -1.94190 -1.95982
H50 1.68972 -1.34590 -3.29282
H51 0.99072 -4.28190 -2.94982
H52 1.63472 -3.71390 -4.52382
H53 0.32672 -3.10990 -5.22982
H54 3.11972 -2.12090 -1.53682
C19 -0.54228 -0.15190 0.15618
C20 -1.61528 -0.08790 1.23818
O19 -1.43728 -1.23290 1.98818
O20 -0.38928 1.12110 -0.41482
H55 -0.94028 -0.89690 -0.48182
H56 0.44372 -0.51990 0.43918
H57 -2.53628 -0.08990 0.70718
H58 -1.52928 0.87410 1.79218
H59 -2.02828 -1.18190 2.75418
H60 0.18572 1.20310 -1.00382

=====

Name the least stable of them. <ii>.